ORCA calculation (the ωB97M-V functional and the def2-TZVPD basis) on a cluster of 6 separate species, C21H35Cl10FIN2O3 in total.

Structure (XYZ):
```
73
Properties=species:S:1:pos:R:3:forces:R:3:lowdin_charge:R:1
C -2.91325 0.57220 1.70573 0.1 0.3 0.4 -0.0375
C -3.18068 -0.31515 0.44887 0.2 0.3 1.1 -0.3153
F -4.20641 0.32814 -0.29808 1.1 -0.7 0.3 -0.0237
C -1.92620 -0.51453 -0.47453 0.6 -0.6 -1.1 -0.0231
C -0.73149 0.27743 -0.36579 -1.5 -1.0 -0.1 0.0563
N 0.39229 0.13029 -1.18939 -2.3 -1.2 0.0 -0.0810
C 1.50534 1.06390 -0.93186 1.5 1.1 1.0 -0.1009
C 1.10471 2.59717 -0.93981 -0.7 0.6 0.3 -0.3369
O 2.29660 3.39081 -1.06652 -0.5 -0.7 0.4 -0.0282
C 0.02159 2.99968 -2.00871 -0.3 0.5 -0.1 -0.2008
N 0.08794 2.22848 -3.27868 -0.8 -0.3 0.5 0.0092
C 0.36176 -0.85868 -2.13826 -0.6 -1.2 -0.6 -0.5680
I 2.05321 -1.21840 -3.41654 -0.9 0.4 0.6 1.0143
C -0.80348 -1.74968 -2.35484 -0.4 2.1 2.1 0.0049
C -1.99040 -1.56588 -1.51302 2.9 0.6 -0.8 0.0109
C -3.19729 -2.49130 -1.79371 -0.9 -0.6 -0.6 -0.3996
O -4.18593 -2.58474 -1.13019 0.9 0.7 0.2 0.1660
O -3.11484 -3.26318 -2.97231 0.6 1.7 0.6 0.0607
H -2.38700 1.53581 1.45126 -0.6 -0.9 0.2 0.0808
H -3.87497 0.87620 2.21033 0.8 -0.5 -0.8 0.1060
H -2.31723 0.04752 2.50761 -0.5 0.3 -1.1 0.0654
H -3.54590 -1.33590 0.79078 0.3 1.4 -0.7 0.0896
H -0.70752 1.06301 0.42909 0.3 -0.9 -1.0 0.1379
H 1.86768 0.84284 0.11572 -0.3 0.1 -1.1 0.1577
H 2.39319 0.94763 -1.59503 -1.1 -0.3 0.2 0.0832
H 0.68188 2.84083 0.07896 0.1 -0.3 -1.0 0.1421
H 2.32879 3.97927 -0.29261 0.1 -0.3 -0.5 0.1094
H -0.99217 2.87804 -1.53815 0.8 0.2 -0.2 0.1111
H 0.13081 4.08825 -2.28322 0.1 -1.1 0.7 0.1361
H -0.59180 1.46361 -3.16463 0.5 0.3 -0.4 0.0542
H -0.32015 2.77637 -4.04578 0.5 -0.1 0.4 0.0850
H -0.76450 -2.51870 -3.15611 0.0 0.8 0.8 0.1138
H -3.84301 -2.93174 -3.53438 0.2 -0.6 0.3 0.1375
Cl 0.32729 -2.36201 4.05649 0.0 0.1 -0.1 0.5445
C -1.41488 -2.38116 4.43134 -0.2 -0.4 -0.1 -0.7416
C -2.14448 -3.48441 3.70156 0.0 -0.1 0.4 -0.6416
Cl -2.21317 -3.19459 1.94040 0.1 -0.1 -0.1 0.6105
H -1.82254 -1.40622 4.18740 0.0 -0.2 -0.1 -0.0311
H -1.50523 -2.52803 5.50729 0.0 0.0 -0.1 0.0071
H -3.17464 -3.54012 4.05421 0.2 0.0 -0.2 -0.0129
H -1.67510 -4.45409 3.86411 0.0 0.1 -0.1 0.0788
Cl -1.36679 0.55057 5.52525 0.1 0.4 0.2 0.6035
C -2.34707 0.56502 7.01595 -0.2 0.1 0.2 -0.6206
C -1.57946 0.04258 8.20971 0.0 0.1 0.0 -0.6364
Cl -1.24560 -1.70312 8.08466 0.0 0.0 0.0 0.5758
H -3.24994 -0.01811 6.83285 0.1 -0.1 0.0 0.0567
H -2.64042 1.60062 7.19087 0.1 0.0 0.0 0.0754
H -2.16558 0.18730 9.11762 0.0 0.0 -0.1 0.0763
H -0.62804 0.55938 8.33151 -0.1 -0.1 -0.1 0.0721
Cl 4.70761 0.34748 -8.86308 -0.1 0.0 0.0 0.5447
C 4.52717 1.06201 -7.24231 -0.1 0.1 0.1 -0.6842
C 5.19246 0.22773 -6.17213 0.1 0.4 0.1 -0.6601
Cl 4.35472 -1.32983 -5.91453 -0.1 -0.2 0.0 0.4753
H 3.46259 1.18890 -7.04486 0.1 -0.1 0.0 0.0701
H 4.98640 2.04863 -7.27907 0.1 -0.1 0.1 -0.0111
H 5.16960 0.76001 -5.22061 -0.1 0.0 -0.1 0.0779
H 6.22968 0.01294 -6.41736 -0.2 -0.1 0.0 0.0204
Cl -4.51408 -2.97512 5.97126 -0.1 0.1 0.1 0.6111
C -5.59175 -3.53967 7.27597 -0.3 0.0 0.2 -0.6296
C -4.96044 -3.39486 8.64214 0.0 0.0 0.0 -0.6596
Cl -3.59388 -4.51173 8.87375 0.0 0.0 0.0 0.5418
H -5.86152 -4.57401 7.06678 0.2 0.1 0.0 0.0745
H -6.49710 -2.93431 7.22163 0.1 0.0 0.0 0.0755
H -5.69407 -3.62900 9.41385 0.0 0.0 -0.1 0.0763
H -4.59827 -2.38069 8.81133 0.0 -0.1 -0.1 0.0590
Cl 7.89484 1.66568 -7.64640 0.1 0.1 0.0 0.5956
C 7.93869 3.13525 -8.65485 0.0 0.2 -0.2 -0.6303
C 7.69251 4.39226 -7.85034 0.2 0.0 -0.1 -0.6424
Cl 6.01717 4.49389 -7.24829 0.0 0.0 0.1 0.5652
H 7.20527 3.01878 -9.45253 0.0 0.0 0.1 0.0730
H 8.92983 3.17723 -9.10726 0.0 0.0 0.1 0.0767
H 7.85492 5.26903 -8.47740 0.0 -0.1 0.0 0.0758
H 8.36174 4.45618 -6.99312 -0.1 -0.1 0.0 0.0707
```
Positions in Å, forces in eV/Å.

Properties
Highest occupied orbital energy = -12.18 eV
Charge = +1
ΔE to the lowest compared entry with this formula, charge and spin = 25.6 kcal/mol
2S+1 = 1